[1]
ORCA calculation (ωB97M-V/def2-TZVPD) on CCdF3NO2S2 as an isolated structure at a distorted geometry.

Output
* frontier orbital gap (alpha / beta): 8.1 / 5.9 eV
* E_HOMO (alpha / beta): -10.049 / -8.492 eV
* ΔE to the lowest compared entry with this formula, charge and spin: 0.0 kJ/mol

Geometry as XYZ:
```
10
CCdF3NO2S2, DFT ωB97M-V/def2-TZVPD
Cd 0.1161 1.6476 2.4079
N -0.7485 0.5221 1.0341
S -2.1557 -0.2497 1.7728
S 0.4397 -0.3025 0.4180
O 0.5880 -1.7408 0.6215
O 1.6001 0.6063 0.6968
C 0.1005 -0.1492 -1.4155
F 1.0911 -0.7092 -2.0938
F -1.0436 -0.7550 -1.6986
F 0.0123 1.1305 -1.7431
```


[2]
ORCA calculation (ωB97M-V/def2-TZVPD) on a 2-piece molecular cluster, H8N2OSi2 overall at a distorted geometry.

Output
* frontier orbital gap: 10.3 eV
* SMILES string: [H]/N=[SiH]/O[SiH3].N
* E_HOMO: -9.750 eV
* ΔE to the lowest compared entry with this formula, charge and spin: 189.1 kJ/mol

Geometry as XYZ:
```
13
H8N2OSi2, DFT ωB97M-V/def2-TZVPD
H 1.0847 2.2682 -0.7624
N 0.3479 1.5777 -0.7536
Si -0.6684 1.4198 0.4896
O -1.8082 0.2896 0.3853
Si -2.7961 -0.8689 -0.1748
H -0.9398 1.9438 1.8151
H -2.8884 -1.8231 0.9279
H -2.2247 -1.4566 -1.3809
H -4.0698 -0.1933 -0.4252
N 3.5963 -0.8181 0.2335
H 2.7886 -0.2031 0.2081
H 4.2794 -0.4294 -0.4082
H 3.2986 -1.7066 -0.1543
```


[3]
ORCA calculation (ωB97M-V/def2-TZVPD) on C32H36N4O3PdS2 as an isolated structure at a distorted geometry.

Output
* charge: +2
* frontier orbital gap (alpha / beta): 3.6 / 3.6 eV
* E_HOMO (alpha / beta): -13.009 / -13.024 eV
* ΔE to the lowest compared entry with this formula, charge and spin: 418.9 kJ/mol

Geometry as XYZ:
```
78
C32H36N4O3PdS2, DFT ωB97M-V/def2-TZVPD
Pd -0.4697 -0.6214 0.5129
O -2.2990 0.4747 0.0439
C -2.5215 1.6655 0.4566
C -3.1750 2.5902 -0.4043
C -3.4443 3.8756 -0.0170
C -3.1068 4.3152 1.2668
C -2.4882 3.4478 2.1393
C -2.1719 2.1321 1.7721
C -1.6058 1.2520 2.7470
N -1.2380 0.0427 2.5359
C -0.8571 -0.8438 3.6127
C -0.7027 -2.2712 3.0648
N 0.3092 -2.2273 2.0444
C 1.2832 -3.0484 2.0228
C 2.3785 -2.9909 1.1023
C 3.4701 -3.8378 1.3067
C 4.6086 -3.7529 0.5301
C 4.6698 -2.8043 -0.4986
C 3.6066 -1.9855 -0.7606
C 2.4061 -2.0299 0.0201
O 1.4634 -1.2338 -0.2787
H -3.4520 2.2364 -1.3852
H -3.9178 4.5510 -0.7128
H -3.3384 5.3236 1.5714
H -2.2327 3.7857 3.1325
H -1.5390 1.6695 3.7577
H -1.6237 -0.8331 4.3952
H 0.1057 -0.5390 4.0471
H -1.6404 -2.5969 2.5954
H -0.4487 -2.9719 3.8723
H 1.3408 -3.8391 2.7790
H 3.4237 -4.5549 2.1124
H 5.4450 -4.4058 0.7190
H 5.5652 -2.7266 -1.0977
H 3.6292 -1.2727 -1.5740
C -2.4569 -5.2406 -0.1786
C -3.8913 -4.8186 -0.4759
C -4.3401 -3.6664 0.4069
S -3.5243 -2.0185 0.1077
O -2.0563 -2.3332 0.1832
C -3.9049 -1.7686 -1.6788
C -2.8105 -2.2283 -2.6331
C -1.6682 -1.2251 -2.7400
H -2.1195 -5.9844 -0.8940
H -2.3885 -5.6580 0.8235
H -1.7887 -4.3842 -0.2300
H -4.5652 -5.6608 -0.2872
H -4.0006 -4.5749 -1.5326
H -4.1127 -3.8849 1.4512
H -5.4066 -3.4660 0.3078
H -4.0630 -0.6941 -1.7722
H -4.8488 -2.2744 -1.8702
H -3.2621 -2.3616 -3.6190
H -2.4100 -3.1968 -2.3316
H -2.0731 -0.2397 -2.9652
H -0.9937 -1.5166 -3.5399
H -1.0927 -1.1857 -1.8003
S 2.5533 4.7607 -2.6336
C 1.8197 3.4959 -1.6590
C 0.8682 2.6898 -2.2916
C 0.2294 1.7086 -1.5662
N 0.4823 1.4722 -0.2775
C 1.3870 2.2356 0.3284
C 2.0735 3.2554 -0.3069
C 4.0559 5.1058 -1.7066
C 4.0960 6.0055 -0.6536
C 5.3018 6.1458 0.0255
N 6.3642 5.4508 -0.3076
C 6.3478 4.6182 -1.3205
C 5.1990 4.4145 -2.0773
H 0.6436 2.8282 -3.3376
H -0.5206 1.0866 -2.0342
H 1.5532 2.0365 1.3786
H 2.7811 3.8514 0.2496
H 3.2348 6.5862 -0.3721
H 5.4114 6.8230 0.8601
H 7.2651 4.0871 -1.5357
H 5.1989 3.7488 -2.9255
```


[4]
ORCA calculation (ωB97M-V/def2-TZVPD) on a 7-piece molecular cluster, C28H37F15O16 overall at a distorted geometry.

Output
* frontier orbital gap: 11.3 eV
* SMILES string: CCOC(=O)C(F)(F)F.CCOC(=O)C(F)(F)F.CCOC(=O)C(F)(F)F.CCOC(=O)C(F)(F)F.CCOC(=O)C(F)(F)F.C[C@H]1COC(=O)O1.C[C@H]1COC(=O)O1
* E_HOMO: -11.038 eV

Geometry as XYZ:
```
96
C28H37F15O16, DFT ωB97M-V/def2-TZVPD
C 1.5939 -0.1405 -0.5667
C 0.8801 1.1019 -0.0793
O 0.2184 0.8186 1.1638
C -0.8971 0.1266 1.1542
O -1.5920 -0.0980 0.2078
C -1.3515 -0.1968 2.5972
F -1.1466 0.8430 3.4119
F -2.6442 -0.5113 2.5958
F -0.6572 -1.2460 3.0874
H 2.1085 0.1215 -1.4933
H 0.9993 -1.0493 -0.6216
H 2.4123 -0.3552 0.1286
H 0.1332 1.4921 -0.7674
H 1.6755 1.8207 0.0933
C -4.9728 -1.7351 0.5264
C -5.7134 -1.0459 1.6544
O -7.0485 -1.5918 1.6931
C -7.8288 -1.0925 2.6330
O -7.5405 -0.2380 3.4203
C -9.1326 -1.9090 2.7644
F -10.0350 -1.2650 3.4891
F -9.6649 -2.2232 1.5801
F -8.8244 -3.0600 3.3968
H -5.2171 -2.7930 0.4725
H -3.8988 -1.6216 0.6672
H -5.2031 -1.2381 -0.4158
H -5.7666 0.0268 1.4643
H -5.2165 -1.1632 2.6169
C -0.2569 1.4774 -7.3605
C -0.2175 2.7900 -6.6421
O 0.2287 2.6526 -5.2888
C -0.0007 3.6266 -4.4070
O -0.9395 4.3516 -4.4144
C 0.9854 3.5079 -3.2100
F 1.9124 4.4679 -3.3371
F 0.3356 3.7080 -2.0653
F 1.5554 2.3081 -3.1953
H -0.7866 0.7140 -6.7867
H 0.7161 1.0570 -7.6195
H -0.8014 1.6031 -8.2963
H -1.2127 3.2494 -6.6400
H 0.3940 3.5477 -7.1415
C 0.1817 -1.1224 -3.9034
C -1.2663 -0.7626 -3.6860
O -1.9946 -1.8932 -3.1792
C -2.7091 -2.5909 -4.0436
O -2.7899 -2.3914 -5.2181
C -3.4583 -3.7427 -3.3383
F -3.3602 -4.8506 -4.0805
F -2.9616 -3.9903 -2.1231
F -4.7539 -3.4362 -3.2050
H 0.7835 -0.2119 -3.9926
H 0.3228 -1.5965 -4.8807
H 0.6361 -1.7615 -3.1514
H -1.7281 -0.3530 -4.5817
H -1.3917 0.0031 -2.9183
C 0.7446 3.6907 5.1592
C -0.1583 3.7736 6.3793
O -0.9441 2.5953 6.5653
C -0.3911 1.6011 7.2300
O 0.7139 1.5783 7.6805
C -1.2891 0.3495 7.3107
F -1.4155 -0.0405 8.5761
F -2.5009 0.5497 6.7950
F -0.7076 -0.6385 6.6153
H 1.1138 4.6990 4.9739
H 0.1902 3.3073 4.3036
H 1.6070 3.0516 5.3503
H -0.8760 4.5815 6.2470
H 0.4417 4.0261 7.2540
C 4.6705 -2.1754 -2.2168
C 5.6051 -2.4866 -3.3581
C 5.0559 -2.1604 -4.7484
O 5.4266 -0.7853 -4.8887
C 6.5189 -0.5609 -4.1152
O 7.1974 0.4081 -4.1705
O 6.7481 -1.6323 -3.3061
H 4.0633 -1.2745 -2.3514
H 5.3042 -1.9376 -1.3569
H 3.9844 -2.9636 -1.9093
H 5.9159 -3.5277 -3.2972
H 3.9828 -2.2847 -4.8413
H 5.6048 -2.7278 -5.5036
C 2.3213 -0.2247 4.2005
C 3.5742 0.3652 3.6397
C 4.8481 0.0015 4.3849
O 5.8026 -0.1886 3.3359
C 5.1496 -0.3886 2.1689
O 5.6911 -0.6225 1.1421
O 3.8195 -0.2476 2.3450
H 1.9354 0.1669 5.1392
H 2.3076 -1.3177 4.1844
H 1.5052 -0.0276 3.4875
H 3.4128 1.4226 3.4283
H 4.7196 -0.9015 4.9807
H 5.2142 0.8075 5.0180
```


[5]
ORCA calculation (ωB97M-V/def2-TZVPD) on C8H10CdN4O3S as an isolated structure at a distorted geometry.

Output
* frontier orbital gap: 6.7 eV
* E_HOMO: -7.957 eV
* ΔE to the lowest compared entry with this formula, charge and spin: 77.7 kJ/mol

Geometry as XYZ:
```
27
C8H10CdN4O3S, DFT ωB97M-V/def2-TZVPD
Cd 0.4084 1.2503 -1.2630
N 2.7208 0.5154 -1.0638
C 2.6665 -0.0838 0.2800
C 1.8461 0.8482 1.2087
O 2.3693 1.2892 2.2197
N 0.5885 1.0652 0.7887
C -0.0210 2.2832 1.2881
C -0.1245 3.4258 0.2132
O -0.7124 4.4332 0.5380
O 0.4440 3.2409 -0.9259
H 3.1650 1.4328 -0.9753
H 3.3128 -0.0531 -1.6686
H 2.2039 -1.0749 0.2201
H 3.6621 -0.1828 0.7273
H -1.0335 2.1035 1.6677
H 0.5918 2.6926 2.0994
S -2.2547 0.8796 -1.1537
C -2.0542 -0.7605 -0.9309
N -1.9760 -1.2533 0.3622
C -1.9717 -2.5725 0.6132
C -2.0167 -3.4563 -0.4298
C -1.9854 -2.9010 -1.7305
N -2.0006 -1.6203 -1.9574
H -1.9172 -0.5607 1.1054
H -1.9263 -2.8834 1.6488
H -2.0485 -4.5207 -0.2771
H -1.9376 -3.5368 -2.6042
```


[6]
ORCA calculation (ωB97M-V/def2-TZVPD) on one molecule with the formula C3H3NO at a distorted geometry.

Output
* frontier orbital gap: 9.3 eV
* SMILES string: C#C/C=N\O
* E_HOMO: -9.201 eV
* ΔE to the lowest compared entry with this formula, charge and spin: 423.3 kJ/mol

Geometry as XYZ:
```
8
C3H3NO, DFT ωB97M-V/def2-TZVPD
C -2.0503 -0.3784 0.0629
C -1.0425 0.2274 -0.2853
C 0.1876 0.9110 -0.1572
N 1.5039 0.5145 0.0948
O 1.6174 -0.8324 -0.1945
H -2.8798 -1.2587 0.1394
H 0.2418 1.9880 0.0788
H 2.4220 -1.1714 0.2610
```


| no. | DFT total energy (a.u.) |
| --- | --- |
| 1 | -1506.926670 |
| 2 | -768.559576 |
| 3 | -2609.253862 |
| 4 | -3791.071841 |
| 5 | -1321.511458 |
| 6 | -245.930319 |